[1]
{"formula": "C30H37ClN2O6", "method": "ωB97M-V with the def2-TZVPD basis set", "e_above_lowest_kj_mol": 464.48, "smiles": "CCOC(=O)C(Cl)(C(=O)OCC)[C@@H](/C=C/N1[C@H](Cc2ccccc2)C(=O)N(C)C1(C)C)c1ccc(OC)cc1", "e_homo_ev": -7.3, "gap_ev": 7.67, "e_lumo_ev": 0.394, "species": ["Cl", "H", "H", "C", "H", "H", "H", "H", "H", "O", "N", "H", "H", "O", "H", "H", "C", "H", "H", "C", "H", "C", "C", "H", "C", "C", "C", "O", "C", "H", "H", "C", "C", "H", "C", "C", "C", "H", "C", "H", "H", "C", "H", "C", "H", "H", "C", "H", "H", "H", "H", "C", "C", "H", "H", "C", "H", "O", "C", "N", "C", "H", "H", "H", "C", "H", "C", "H", "C", "O", "H", "C", "C", "O", "C", "C"], "xyz": [[0.636, -0.687, -4.355], [0.952, 0.001, -1.935], [1.202, 0.728, 5.814], [-0.059, 5.415, 3.227], [-2.576, 7.699, 3.431], [-1.695, 2.026, 1.839], [0.974, -1.838, 3.986], [6.086, -4.965, -0.194], [-0.309, 7.217, 4.374], [-1.309, 2.660, 4.529], [-0.064, 0.769, 4.130], [1.654, -3.242, -0.040], [-4.703, -3.308, -3.057], [-0.123, -3.244, -2.682], [-2.405, -4.337, -2.706], [0.948, 5.201, 3.601], [-2.681, 5.839, 2.338], [-4.771, 2.024, -4.639], [-3.709, 5.968, 2.021], [5.867, -5.332, -1.209], [-4.205, -2.882, -4.707], [2.137, -1.859, -1.597], [0.334, -1.448, 3.183], [3.607, -4.677, -0.261], [-0.663, 4.510, 2.339], [0.911, -1.024, -1.375], [4.078, -2.589, -2.909], [5.550, -4.242, -2.124], [-1.977, 4.713, 1.920], [-0.104, -0.469, 5.818], [-0.467, 1.247, 6.092], [0.159, 0.550, 5.535], [-3.028, 1.284, -3.687], [-1.930, -3.764, -4.322], [-2.059, 6.779, 3.166], [2.102, 0.303, 3.058], [0.024, 0.336, 0.567], [-3.335, 1.509, -2.663], [-0.811, -2.232, -2.720], [0.162, 3.284, 0.734], [-2.449, 3.960, 1.286], [3.441, -3.846, -0.952], [6.768, -5.779, -1.632], [0.587, 0.048, 3.028], [5.060, -6.071, -1.177], [2.332, 1.363, 3.244], [-0.143, -0.865, -2.711], [-2.406, 2.098, -4.061], [4.680, -2.511, -3.814], [-0.713, -1.649, 3.438], [0.576, -2.018, 2.287], [-4.239, 1.067, -4.536], [2.377, -2.985, -0.793], [2.559, -0.311, 3.846], [1.100, 3.221, 2.261], [-0.772, 6.540, 3.653], [-4.000, 0.710, -5.547], [-1.090, 1.350, -2.188], [0.721, -0.722, 0.055], [-0.034, 0.723, 1.882], [4.367, -3.611, -1.996], [3.145, -0.683, -3.122], [-4.301, -4.536, -4.227], [-0.549, 0.948, -0.121], [-0.681, 1.998, 2.264], [1.291, -1.307, 0.777], [-4.018, -3.538, -3.863], [-4.945, 0.376, -4.055], [3.146, -1.626, -2.565], [-2.206, 0.099, -3.699], [2.554, 0.015, 2.102], [-2.565, -3.555, -3.455], [-1.193, 0.274, -2.826], [-2.133, -2.275, -2.918], [0.073, 3.270, 1.844], [-0.741, 1.906, 3.775]], "lowdin_charge": [0.81, 0.13, 0.09, -0.04, 0.10, 0.15, 0.09, 0.10, 0.10, 0.09, -0.03, 0.11, 0.08, 0.10, 0.13, 0.11, -0.08, 0.08, 0.10, -0.05, 0.07, -0.21, 0.00, 0.10, -0.23, -0.17, 0.00, -0.08, -0.05, 0.09, 0.09, -0.02, -0.23, 0.13, -0.09, 0.00, -0.06, 0.13, -0.50, 0.13, 0.11, -0.01, 0.09, -0.47, 0.09, 0.09, -0.47, 0.13, 0.12, 0.10, 0.06, -0.07, -0.05, 0.08, 0.12, -0.08, 0.09, 0.05, -0.05, -0.01, -0.29, 0.09, 0.08, 0.11, -0.17, 0.07, -0.07, 0.08, -0.05, -0.01, 0.08, -0.20, -0.45, 0.00, -0.07, -0.40]}


[2]
{"formula": "C9H13ClF6FeNO12S2", "method": "ωB97M-V with the def2-TZVPD basis set", "charge": -1, "e_above_lowest_kj_mol": 0.00, "multiplicity": 5, "s2": 6.006, "e_homo_ev": [-6.2, -6.2], "gap_ev": [7.81, 7.72], "e_lumo_ev": [1.591, 1.523], "species": ["H", "F", "O", "S", "H", "C", "C", "O", "F", "O", "C", "O", "H", "H", "C", "H", "C", "O", "F", "O", "F", "C", "C", "S", "H", "H", "F", "O", "N", "H", "F", "H", "H", "H", "O", "H", "O", "O", "O", "C", "H", "Fe", "Cl", "O", "C"], "xyz": [[-11.086, -19.226, -5.259], [-6.938, -22.599, -8.162], [-12.397, -22.526, -10.642], [-9.607, -22.363, -8.224], [-17.525, -20.694, -6.982], [-11.385, -24.164, -5.523], [-16.956, -20.098, -4.958], [-11.701, -17.480, -8.264], [-7.872, -21.457, -6.571], [-12.505, -23.258, -5.432], [-15.441, -21.010, -6.605], [-10.553, -21.998, -7.194], [-13.842, -20.535, -3.807], [-11.728, -19.830, -3.172], [-15.875, -20.130, -4.076], [-15.296, -21.344, -7.624], [-7.983, -22.538, -7.324], [-11.257, -20.167, -5.160], [-14.614, -17.628, -8.722], [-12.480, -19.754, -7.797], [-13.898, -17.816, -10.789], [-16.721, -20.584, -6.269], [-13.931, -18.427, -9.584], [-12.213, -18.763, -8.805], [-10.506, -23.773, -5.010], [-10.080, -20.331, -3.479], [-7.925, -23.662, -6.600], [-12.978, -24.616, -9.666], [-14.352, -20.987, -5.802], [-17.928, -19.908, -4.524], [-14.516, -19.563, -9.783], [-13.243, -23.746, -5.059], [-11.547, -25.126, -5.034], [-11.140, -24.399, -6.558], [-13.008, -22.730, -8.301], [-11.400, -21.526, -3.710], [-9.881, -23.753, -8.635], [-14.689, -23.024, -9.826], [-9.372, -21.468, -9.345], [-11.112, -20.478, -3.797], [-16.041, -19.795, -3.063], [-12.322, -21.391, -6.486], [-13.244, -23.194, -9.671], [-11.517, -19.227, -9.998], [-14.640, -20.554, -4.536]], "lowdin_charge": [0.13, 0.13, -0.30, 0.53, 0.11, -0.09, -0.04, -0.35, 0.12, -0.16, -0.08, -0.38, 0.09, 0.08, -0.07, 0.11, -0.67, -0.15, 0.08, -0.36, 0.12, -0.02, -0.65, 0.53, 0.08, 0.10, 0.12, -0.36, 0.03, 0.10, 0.16, 0.11, 0.09, 0.08, -0.43, 0.08, -0.32, -0.38, -0.26, -0.11, 0.10, 0.81, 0.69, -0.29, -0.11]}


[3]
{"formula": "C4H7FN2O3S", "method": "ωB97M-V with the def2-TZVPD basis set", "smiles": "O/N=C/CF.O=CNSC=O", "e_homo_ev": -10.2, "gap_ev": 10.67, "e_lumo_ev": 0.424, "species": ["C", "O", "C", "N", "H", "H", "O", "S", "F", "H", "H", "O", "C", "C", "H", "N", "H", "H"], "xyz": [[0.186, -1.423, -1.683], [-1.994, -1.348, -1.832], [0.654, -0.112, 1.822], [-0.865, -2.134, -1.669], [2.041, -1.631, -0.646], [2.155, -1.835, -2.405], [-1.780, 3.847, 1.215], [0.428, 2.442, 0.934], [1.444, -3.416, -1.374], [0.468, 0.355, -0.157], [0.140, -0.339, -1.811], [0.797, -1.299, 1.674], [-1.327, 2.747, 1.088], [1.536, -2.055, -1.524], [-2.710, -1.994, -1.803], [0.411, 0.757, 0.773], [-1.911, 1.806, 1.053], [0.685, 0.409, 2.797]], "lowdin_charge": [-0.16, -0.06, -0.39, 0.01, 0.11, 0.12, -0.01, 0.97, -0.02, 0.05, 0.12, 0.05, -0.56, -0.20, 0.09, -0.33, 0.09, 0.13]}


[4]
{"formula": "C8H17FeP2", "method": "ωB97M-V with the def2-TZVPD basis set", "charge": -1, "multiplicity": 5, "s2": 6.039, "e_homo_ev": [1.0, -3.9], "gap_ev": [2.57, 7.45], "e_lumo_ev": [3.558, 3.505], "species": ["H", "P", "H", "P", "C", "H", "Fe", "H", "C", "C", "C", "H", "H", "H", "H", "H", "C", "C", "H", "C", "H", "H", "H", "C", "H", "H", "H", "H"], "xyz": [[-2.083, -1.797, -2.155], [-0.792, -0.103, 1.156], [-1.132, -1.341, 3.222], [-1.210, -0.687, -2.295], [-0.523, -1.458, 2.316], [-2.856, 0.893, 0.332], [0.248, -0.238, -0.744], [-0.606, -0.977, -3.547], [2.596, -0.476, -0.467], [2.205, 0.851, -0.097], [2.215, -0.694, -1.827], [2.397, -1.598, -2.405], [-0.887, 1.541, 2.946], [-0.794, -2.400, 1.830], [1.296, 0.698, -3.348], [3.138, -1.172, 0.168], [-2.598, 0.026, 0.949], [1.610, 0.517, -2.325], [-2.986, -0.872, 0.458], [1.598, 1.477, -1.242], [-0.395, 2.264, 1.371], [-2.102, 0.341, -2.703], [0.777, 1.313, 2.314], [-0.281, 1.402, 2.039], [0.539, -1.490, 2.578], [-3.077, 0.136, 1.930], [2.434, 1.332, 0.850], [1.272, 2.513, -1.306]], "lowdin_charge": [-0.16, 0.68, 0.02, 0.65, -0.37, -0.01, -0.13, -0.12, -0.19, -0.23, -0.22, 0.08, 0.02, 0.01, 0.07, 0.08, -0.45, -0.27, -0.02, -0.21, 0.03, -0.14, 0.02, -0.34, 0.03, 0.00, 0.08, 0.08]}


[5]
{"formula": "C4H5FO3", "method": "ωB97M-V with the def2-TZVPD basis set", "e_above_lowest_kj_mol": 74.87, "smiles": "O=CC(=O)[C@H](F)CO", "e_homo_ev": -10.4, "gap_ev": 9.06, "e_lumo_ev": -1.360, "species": ["O", "O", "O", "C", "C", "H", "C", "H", "F", "C", "H", "H", "H"], "xyz": [[-1.075, 1.765, 0.360], [2.551, -0.374, -0.338], [-2.308, -1.374, -0.381], [1.421, 0.510, -0.213], [0.184, -0.287, -0.001], [1.536, 1.169, 0.625], [-1.069, 0.570, 0.212], [2.550, -0.990, 0.395], [0.533, -1.049, 1.152], [-2.335, -0.225, 0.032], [1.353, 1.019, -1.184], [-0.046, -0.985, -0.807], [-3.295, 0.250, 0.150]], "lowdin_charge": [0.16, -0.05, 0.09, -0.19, -0.23, 0.12, -0.27, 0.08, -0.01, -0.13, 0.14, 0.15, 0.13]}


[6]
{"formula": "C6H12N3", "method": "ωB97M-V with the def2-TZVPD basis set", "charge": 1, "e_above_lowest_kj_mol": 341.70, "multiplicity": 3, "s2": 2.036, "e_homo_ev": [-9.5, -14.1], "gap_ev": [5.96, 6.16], "e_lumo_ev": [-3.508, -7.955], "species": ["C", "H", "H", "H", "H", "C", "H", "H", "H", "C", "C", "H", "C", "N", "H", "C", "H", "N", "H", "N", "H"], "xyz": [[-1.632, -0.682, 1.861], [-2.014, -1.660, 1.918], [-1.044, 0.818, -1.116], [-3.255, 0.687, 1.947], [2.739, 1.482, -1.746], [-0.258, 0.830, -1.845], [0.872, -2.611, -0.874], [2.496, 1.087, -0.024], [-0.214, 1.780, -2.361], [-2.198, 0.511, 1.849], [0.705, -1.799, -0.212], [-1.528, 1.363, 1.620], [0.992, 0.478, -1.122], [-0.205, -0.872, 1.652], [-0.540, 0.154, -2.730], [2.061, 1.456, -0.874], [0.084, -0.010, 1.046], [-0.029, -1.994, 0.876], [-0.123, -2.873, 1.336], [1.179, -0.681, -0.639], [1.910, 2.535, -0.560]], "lowdin_charge": [-0.14, 0.11, 0.05, 0.09, 0.10, -0.03, 0.14, 0.04, 0.09, 0.10, -0.09, 0.10, -0.45, 0.10, 0.11, -0.05, 0.17, 0.11, 0.18, 0.16, 0.11]}


[7]
{"formula": "C3H7O3", "method": "ωB97M-V with the def2-TZVPD basis set", "e_above_lowest_kj_mol": 101.85, "multiplicity": 2, "s2": 0.755, "e_homo_ev": [-10.5, -10.4], "gap_ev": [11.17, 6.69], "e_lumo_ev": [0.704, -3.744], "species": ["H", "C", "H", "H", "H", "O", "O", "C", "H", "O", "H", "H", "C"], "xyz": [[-0.109, -1.312, -0.855], [-1.244, -0.354, 0.881], [2.162, -0.280, -2.277], [-1.425, -2.216, -0.137], [1.069, 1.097, -0.255], [1.520, 1.301, -1.102], [-2.142, -0.596, 1.653], [-1.111, -1.222, -0.443], [2.535, -0.373, -0.476], [-0.308, 0.514, 0.959], [3.452, 0.631, -1.503], [-1.793, -0.732, -1.131], [2.433, 0.252, -1.368]], "lowdin_charge": [0.07, -0.60, 0.07, 0.09, 0.03, -0.13, 0.10, 0.06, 0.08, 0.22, 0.07, 0.10, -0.17]}